# 1
{
  "formula": "H30O15",
  "method": "ωB97M-V/def2-TZVPD",
  "gap_ev": 7.467,
  "largest_force_ev_per_a": 12.89,
  "e_tot_ev": -31190.877,
  "homo_energy_ev": -7.76,
  "symbols": ["H", "H", "H", "H", "H", "H", "H", "H", "H", "H", "H", "H", "H", "H", "H", "H", "H", "H", "H", "H", "H", "H", "H", "H", "H", "H", "H", "H", "H", "H", "O", "O", "O", "O", "O", "O", "O", "O", "O", "O", "O", "O", "O", "O", "O"],
  "xyz": [[-0.3172, 0.3444, -0.9818], [0.0974, 0.3136, 0.4801], [0.1912, 3.0003, 0.3352], [-0.4309, 2.9792, -1.0513], [-0.2073, -2.1782, -0.9767], [0.2948, -3.5693, -0.6262], [3.0539, -1.7250, -1.6895], [1.8020, -1.3409, -0.9179], [1.5697, 0.0351, 3.5111], [1.7599, 1.5430, 3.5305], [4.2780, 1.4585, -0.0819], [3.9245, 2.4288, 1.0333], [-1.1108, -0.8437, 0.3542], [-2.3367, -0.3853, -0.4184], [-1.6016, -1.2461, 1.9659], [-0.4525, -0.7935, 2.8519], [-4.9581, -0.5192, 1.2756], [-4.3070, 0.0659, 0.0331], [4.2502, -1.4800, 0.9775], [4.5450, -0.9719, -0.4243], [3.0148, 2.1200, -2.9144], [2.8333, 3.5133, -2.3347], [-5.0407, 2.0675, 1.4478], [-3.6591, 1.6387, 0.9816], [-3.5717, -2.8016, -3.0043], [-2.3389, -3.2712, -2.2494], [-1.8444, 1.4595, -1.4340], [-2.6338, 2.6301, -0.8713], [1.2189, -3.3426, 1.1537], [1.2038, -1.8479, 1.4291], [0.4040, 0.5892, -0.3911], [-0.6604, 3.0148, -0.1159], [0.5892, -2.6563, -0.7197], [2.1493, -2.0102, -1.5182], [1.1081, 0.8568, 3.7129], [3.5456, 1.7369, 0.4795], [-1.6251, -0.0566, 0.1424], [-0.6462, -1.1181, 1.9653], [-4.6739, -0.7531, 0.3848], [4.9166, -1.0093, 0.4643], [3.4588, 2.9712, -2.8286], [-4.5522, 1.8046, 0.6595], [-2.6665, -2.5462, -2.7934], [-2.0397, 2.3902, -1.5914], [1.4657, -2.4957, 0.7652]]
}

# 2
{
  "formula": "H30O15",
  "method": "ωB97M-V/def2-TZVPD",
  "gap_ev": 9.350,
  "largest_force_ev_per_a": 3.39,
  "e_tot_ev": -31199.995,
  "homo_energy_ev": -9.91,
  "symbols": ["O", "H", "H", "O", "H", "H", "O", "H", "H", "O", "H", "H", "O", "H", "H", "O", "H", "H", "O", "H", "H", "O", "H", "H", "O", "H", "H", "O", "H", "H", "O", "H", "H", "O", "H", "H", "O", "H", "H", "O", "H", "H", "O", "H", "H"],
  "xyz": [[-1.0187, -3.5091, -0.5016], [-1.2638, -4.1134, 0.1550], [-1.3788, -2.6387, -0.2942], [3.7966, 1.3696, -2.1668], [4.3337, 0.9343, -2.8098], [2.9755, 0.8733, -1.9908], [-3.9850, 1.3289, -0.7453], [-3.1291, 1.2270, -1.1625], [-4.3765, 0.4882, -0.8369], [0.0182, -0.2120, 0.2791], [-0.8051, -0.3912, -0.2083], [0.6536, -0.1499, -0.4095], [-1.3465, 1.0279, -1.7689], [-0.5807, 1.4532, -1.3603], [-1.0765, 0.2218, -2.2448], [0.7140, 2.9775, -1.5482], [0.1530, 3.5724, -1.0423], [1.2947, 2.6073, -0.9047], [4.1797, 0.5122, 0.3799], [4.5340, 0.8162, 1.1799], [3.3164, 0.8925, 0.4584], [1.5383, 0.3667, 3.0649], [1.7812, -0.4481, 2.6505], [0.6931, 0.1854, 3.4805], [-0.6389, -1.9038, 2.4699], [-1.5299, -1.6191, 2.3798], [-0.1821, -1.4334, 1.7874], [1.5437, -2.7048, -0.4376], [0.6543, -3.0628, -0.4739], [1.8155, -2.6147, 0.4278], [-2.7975, -1.2484, -0.9917], [-2.8001, -0.9199, -1.8656], [-3.2283, -2.1481, -1.0771], [1.8815, 1.8203, 0.8172], [1.8560, 2.6375, 1.3149], [1.4901, 1.2015, 1.4555], [-3.3179, -0.5895, 1.7629], [-3.0451, -0.4361, 0.8404], [-3.4280, 0.2941, 2.1392], [-1.4469, 1.6068, 1.5547], [-0.9317, 1.1970, 0.8592], [-1.2394, 2.4992, 1.6242], [1.6554, -0.3324, -1.9763], [1.0046, -0.4486, -2.6945], [1.6633, -1.1865, -1.5698]]
}

# 3
{
  "formula": "H30O15",
  "method": "ωB97M-V/def2-TZVPD",
  "gap_ev": 10.700,
  "largest_force_ev_per_a": 4.58,
  "e_tot_ev": -31200.270,
  "homo_energy_ev": -10.55,
  "symbols": ["O", "H", "H", "O", "H", "H", "O", "H", "H", "O", "H", "H", "O", "H", "H", "O", "H", "H", "O", "H", "H", "O", "H", "H", "O", "H", "H", "O", "H", "H", "O", "H", "H", "O", "H", "H", "O", "H", "H", "O", "H", "H", "O", "H", "H"],
  "xyz": [[0.9106, -0.4979, -3.1840], [0.3196, -0.4589, -3.9540], [0.6866, 0.2901, -2.7130], [-0.2624, 1.7491, -2.0890], [0.1536, 2.0921, -2.8840], [0.3036, 1.9011, -1.3330], [0.3586, 0.0221, 0.3730], [-0.6044, -0.0499, 0.3100], [0.6466, -0.8419, -0.0230], [-0.3414, -3.6069, 0.7410], [-0.5604, -4.5999, 0.7440], [-0.4804, -3.3549, -0.1530], [-3.1854, 2.0681, 0.2830], [-2.2764, 2.2971, 0.5070], [-3.5384, 2.0321, 1.1620], [2.5746, -1.6669, -0.7960], [2.4486, -2.5939, -0.8680], [3.3866, -1.5249, -1.3300], [-0.6444, -2.0709, -1.4860], [-1.3184, -1.5119, -1.1460], [0.0406, -1.5979, -1.8670], [-2.2764, -0.0439, -2.7780], [-1.6474, 0.4821, -2.3290], [-2.0794, 0.2291, -3.6800], [-0.6984, 2.5051, 0.9300], [-0.4764, 3.3501, 0.5380], [-0.1034, 1.8681, 0.5630], [0.9796, 0.9911, 2.7290], [0.3736, 0.9781, 3.4850], [0.8036, 0.3031, 2.1680], [1.7506, -2.0839, 2.2140], [0.9496, -1.8909, 1.7400], [1.5736, -2.9339, 2.6140], [1.7416, 2.4051, -0.4560], [1.6746, 3.3221, -0.1080], [2.3216, 1.9341, 0.1570], [-1.9664, 0.9141, 2.9140], [-1.7194, -0.0239, 2.8560], [-1.4234, 1.3301, 2.2570], [3.4256, 0.4031, 0.7600], [2.9886, -0.3039, 0.3420], [3.4776, 0.1591, 1.6630], [-2.3414, -0.6829, 0.2340], [-3.0734, 0.0261, 0.2500], [-2.8734, -1.3129, 0.6440]]
}

# 4
{
  "formula": "H30O15",
  "method": "ωB97M-V/def2-TZVPD",
  "gap_ev": 8.491,
  "largest_force_ev_per_a": 4.88,
  "e_tot_ev": -31191.607,
  "homo_energy_ev": -8.74,
  "symbols": ["H", "H", "H", "H", "H", "H", "H", "H", "H", "H", "H", "H", "H", "H", "H", "H", "H", "H", "H", "H", "H", "H", "H", "H", "H", "H", "H", "H", "H", "H", "O", "O", "O", "O", "O", "O", "O", "O", "O", "O", "O", "O", "O", "O", "O"],
  "xyz": [[0.5367, 0.0382, -0.7603], [-0.4825, -0.6311, 0.2128], [-0.3130, -3.7399, 3.5520], [1.1908, -3.6444, 3.1641], [1.2049, -0.1608, 4.9726], [0.1682, -0.0607, 4.0527], [1.1368, 1.8005, 1.7782], [1.6417, 2.4235, 0.3934], [0.4344, -2.4058, -4.2992], [1.9139, -2.5255, -4.2187], [-0.7772, 3.9564, -1.2780], [-0.4909, 3.6316, 0.0829], [1.6825, -0.7759, -1.6873], [1.8100, -0.7784, -3.2284], [5.3613, 1.7648, 0.4163], [3.7888, 1.9340, 0.3671], [0.0407, 2.5391, -2.6599], [1.5162, 2.9850, -2.7690], [0.3824, -2.5559, 1.4410], [1.2341, -2.3973, 0.2495], [-2.0764, 3.6699, -2.4574], [-3.3705, 2.9041, -2.0333], [-1.8166, 0.0735, -2.2536], [-3.0779, -0.0852, -1.4774], [-1.6042, -2.7655, -1.6515], [-1.1249, -1.3558, -1.6946], [-4.7137, -2.4416, 2.2222], [-3.6426, -1.5201, 2.8926], [-0.0459, 2.6601, 2.9973], [-0.1710, 1.7316, 4.0842], [-0.3546, -0.1875, -0.6461], [0.3470, -3.5257, 2.8546], [1.0847, 0.2698, 4.1603], [1.7169, 1.6669, 0.9746], [1.0833, -2.9145, -3.8123], [-1.0161, 3.2366, -0.5990], [1.1508, -0.9869, -2.5361], [4.4590, 1.2703, 0.4950], [0.9643, 2.3407, -2.4410], [0.6631, -3.0516, 0.6871], [-2.6401, 3.4180, -1.6945], [-2.5656, -0.5328, -2.1112], [-0.9495, -2.1567, -1.2350], [-4.4296, -1.5652, 2.2365], [0.4445, 2.1850, 3.6158]]
}

# 5
{
  "formula": "H30O15",
  "method": "ωB97M-V/def2-TZVPD",
  "gap_ev": 9.979,
  "largest_force_ev_per_a": 7.28,
  "e_tot_ev": -31197.260,
  "homo_energy_ev": -10.35,
  "symbols": ["O", "H", "H", "O", "H", "H", "O", "H", "H", "O", "H", "H", "O", "H", "H", "O", "H", "H", "O", "H", "H", "O", "H", "H", "O", "H", "H", "O", "H", "H", "O", "H", "H", "O", "H", "H", "O", "H", "H", "O", "H", "H", "O", "H", "H"],
  "xyz": [[-1.3344, 0.1792, -1.1654], [-0.8593, -0.6468, -0.8402], [-1.2811, 0.2349, -2.1090], [-0.4157, -3.4724, 3.3237], [-0.1236, -3.2990, 2.3550], [-0.5794, -2.5853, 3.5911], [1.4819, 3.0120, 0.8961], [2.2249, 3.1623, 0.2184], [0.7425, 3.3170, 0.4306], [1.3986, -2.2429, -0.3649], [1.5387, -2.7714, -1.0855], [1.7560, -1.4180, -0.7799], [2.2429, -1.0806, 2.7914], [2.7375, -0.3113, 3.1569], [2.1061, -1.6711, 3.5765], [3.0600, 1.7760, -0.9448], [3.3404, 1.3300, -0.1536], [3.5331, 1.3011, -1.6251], [2.0114, 1.5653, 3.2211], [2.1790, 2.4171, 2.6986], [1.3571, 1.2614, 2.6502], [-0.1050, -1.8610, -3.2305], [-0.6335, -1.8888, -3.9985], [0.5970, -1.2778, -3.2559], [-1.1436, 3.9467, -2.3922], [-1.6453, 3.4768, -3.1469], [-0.4461, 4.0802, -3.0285], [-2.8586, -1.6952, -1.4001], [-3.6615, -1.4766, -1.8589], [-2.6921, -0.8230, -0.8367], [1.0161, 0.9590, -3.2434], [1.9036, 0.7349, -3.6377], [1.1290, 0.8864, -2.2756], [3.7450, -0.9757, 0.5616], [3.5431, -1.7990, 0.2156], [3.1776, -0.9567, 1.4449], [-2.6267, 0.4310, 1.0977], [-3.3455, 0.3444, 0.6068], [-1.8722, 0.9717, 0.8528], [-4.5144, 2.5897, 0.7786], [-3.9104, 2.2198, 1.3334], [-4.3922, 2.9079, -0.0814], [-2.0852, -3.2958, 0.6333], [-2.6041, -3.5554, 1.3771], [-2.5588, -2.6893, 0.0241]]
}

# 6
{
  "formula": "H30O15",
  "method": "ωB97M-V/def2-TZVPD",
  "gap_ev": 8.357,
  "largest_force_ev_per_a": 3.26,
  "e_tot_ev": -31199.419,
  "homo_energy_ev": -9.11,
  "symbols": ["O", "H", "H", "O", "H", "H", "O", "H", "H", "O", "H", "H", "O", "H", "H", "O", "H", "H", "O", "H", "H", "O", "H", "H", "O", "H", "H", "O", "H", "H", "O", "H", "H", "O", "H", "H", "O", "H", "H", "O", "H", "H", "O", "H", "H"],
  "xyz": [[-1.2045, -2.3834, 0.9263], [-2.0700, -2.3311, 1.3517], [-0.7197, -2.3070, 1.7195], [0.2240, -2.6868, -2.3168], [0.2765, -3.6163, -1.9590], [-0.5000, -2.3092, -1.8214], [1.8722, -2.1558, 0.0662], [2.2210, -3.0140, 0.2453], [0.9432, -2.3502, -0.1001], [-2.1847, -1.6024, -1.5777], [-2.1050, -1.5009, -2.5377], [-2.7655, -2.2968, -1.4165], [0.4239, 0.5939, 0.1628], [-0.3503, 0.0702, -0.0496], [1.0815, 0.2267, -0.3605], [1.2757, 1.7989, 3.0620], [1.8597, 1.1284, 2.7247], [0.4114, 1.3898, 2.9620], [-0.0585, 0.4071, -3.0450], [-0.9016, 0.6972, -2.6981], [0.2013, 1.1040, -3.6636], [-1.2881, 2.7789, 1.6486], [-0.6187, 2.2786, 1.2004], [-1.0831, 3.6784, 1.4931], [1.1958, 3.4592, 0.0279], [1.3366, 2.4959, -0.1454], [1.3976, 3.5986, 0.9847], [2.6474, 0.9646, -0.9705], [2.6042, 0.2371, -1.5640], [3.5039, 0.9188, -0.6268], [-0.7883, 0.2117, 3.0636], [-1.4017, 0.3919, 2.3542], [-1.2880, -0.1456, 3.8154], [-3.1917, 2.2885, -0.8106], [-3.2533, 1.8752, -1.6845], [-2.9060, 1.5800, -0.2884], [2.6236, -0.4033, 2.1419], [3.3399, -0.0850, 1.6138], [2.3041, -0.9909, 1.4631], [2.3369, -1.0992, -2.9306], [2.1361, -1.8895, -2.4529], [1.4394, -0.7209, -2.9220], [-2.7194, 0.1698, 0.9785], [-3.6182, 0.2344, 1.3199], [-2.6398, -0.6895, 0.6161]]
}